No. 1
Here is a molecular structure, C26H25Cl4GeMoN5S3 from the Open Molecules 2025 dataset. Energies are from ωB97M-V/def2-TZVPD.

```
! wB97M-V def2-TZVPD RIJCOSX def2/J DEFGRID3
* xyz 1 2
C -1.917 1.143 -2.900
H -0.071 -3.106 1.441
H 1.458 0.353 1.127
Cl -2.621 -2.460 -0.546
C -0.940 1.202 -3.890
Mo -0.216 0.378 -0.205
H 3.394 5.743 -1.348
H 4.826 3.952 -2.297
N 1.644 -2.322 0.582
C 0.324 -3.855 -2.551
N -3.943 1.256 -2.005
H 2.915 -5.924 -1.903
C -2.274 0.251 2.303
C 2.316 2.025 -1.095
H -5.355 0.940 0.858
H -1.494 0.019 3.011
C 3.506 2.375 -1.720
C -2.711 1.702 -5.473
H 1.055 -5.616 -3.515
H -0.269 -1.458 1.024
C 2.230 -5.094 -1.793
C -3.222 0.749 0.362
H 4.151 1.623 -2.149
H 3.053 0.776 0.838
Cl 0.890 0.948 3.425
C 1.187 -4.923 -2.696
C 2.470 -0.213 -2.029
H 0.101 1.028 -3.653
H 2.041 -1.205 -1.996
S 0.011 2.656 0.262
S -0.538 -1.524 -1.588
C 1.526 3.033 -0.553
N -2.049 0.459 1.032
H 0.765 -1.883 2.431
H 1.272 5.131 -0.227
C -3.261 1.370 -3.207
H 3.552 -0.302 -1.934
C -4.331 0.756 1.140
C 3.893 3.704 -1.808
Cl 0.690 4.171 4.538
Ge 1.028 3.061 2.706
H -4.729 1.822 -4.734
H -0.477 -3.693 -3.261
Cl 3.184 3.231 2.295
C 2.285 0.130 0.406
C -1.357 1.484 -5.173
C 1.912 4.366 -0.652
H 3.154 -4.373 0.011
C 0.499 -2.177 1.415
H 3.124 -1.322 1.643
H -4.938 1.314 -1.875
C 0.481 -2.951 -1.494
N -1.816 0.893 -1.538
H -0.629 1.537 -5.971
C -3.036 0.972 -1.050
N 1.895 0.626 -0.952
C 3.095 4.706 -1.277
C 2.375 -4.221 -0.727
C 2.691 -1.331 0.637
S -3.904 0.385 2.748
H 3.490 -1.632 -0.039
C 1.499 -3.156 -0.551
H -2.995 1.916 -6.494
H 2.238 0.244 -2.988
C -3.687 1.652 -4.499
*
```

Properties
ΔE to the lowest compared entry with this formula, charge and spin   4.055 eV
LUMO energy (spin up / spin down)   -0.169 / -0.171 Eh
Energy   -175782.84942 eV
Gap between HOMO and LUMO (spin up / spin down)   5.148 / 4.995 eV


No. 2
Here is 4 unconnected molecules or ions with the total composition C26H25ClF2NO8P from the Open Molecules 2025 dataset. Energies are from ωB97M-V/def2-TZVPD.

```
! wB97M-V def2-TZVPD RIJCOSX def2/J DEFGRID3
* xyz 0 1
H 0.481 1.219 -2.403
H -5.749 -2.515 0.429
H 0.551 -0.973 -0.592
H -1.029 0.618 -2.936
O 3.177 0.842 2.840
C -0.899 0.613 -0.825
H -0.246 3.261 -0.525
H 5.266 0.157 1.438
C 4.311 0.908 3.269
H -7.637 -2.315 2.040
H 7.582 0.315 2.332
C -5.716 -1.847 1.281
C 5.477 0.513 2.441
H -0.804 4.612 -1.503
O 4.247 3.742 -1.318
H 3.711 1.676 5.231
O -0.720 -2.534 -1.529
C -2.065 -4.207 -4.350
C 5.007 1.106 -2.345
F 2.403 2.819 -2.101
H -1.386 1.285 -0.130
C -1.547 -3.053 -2.248
C 0.294 -0.036 -0.133
H -2.134 2.601 -2.792
C -3.496 -4.275 -3.962
H -1.595 -0.191 -0.995
C -1.161 -3.641 -3.555
C -1.014 3.597 -1.207
C -6.655 -0.815 3.300
H 1.348 1.918 -0.223
H -3.242 -2.689 -0.895
C -4.478 -1.047 1.446
C 6.716 0.596 2.918
C 5.816 1.475 5.121
C -3.879 -3.688 -2.655
C 4.577 1.394 4.645
F 4.400 0.805 -3.491
C -6.725 -1.741 2.140
C -2.978 -3.120 -1.856
H -0.113 -3.580 -3.818
H 1.962 0.783 0.935
H -0.544 3.097 -3.205
O -4.319 -4.793 -4.686
C -5.415 -0.016 3.463
O 6.202 1.114 -2.247
C -1.128 2.660 -2.404
N 4.080 1.429 -1.287
C 1.540 0.869 -0.058
H 0.014 -0.269 0.885
C 3.612 2.749 -1.547
H -5.383 0.652 4.315
O 8.113 1.154 4.729
H -1.942 3.643 -0.652
P 2.761 0.180 -1.238
C -0.574 1.248 -2.181
H -1.806 -4.641 -5.307
H -3.494 0.451 2.702
O -3.554 -1.143 0.664
H -4.928 -3.750 -2.393
C 6.985 1.081 4.294
O -7.574 -0.718 4.081
Cl 3.666 -1.289 -0.074
H 6.033 1.827 6.121
C -4.406 -0.123 2.603
*
```

Properties
LUMO energy   -0.070 Eh
Structure (SMILES)   CCCCCCP(Cl)N(C(=O)F)C(=O)F.O=C1C=CC(=O)C=C1.O=C1C=CC(=O)C=C1.O=C1C=CC(=O)C=C1
Energy   -72480.79505 eV
Gap between HOMO and LUMO   7.491 eV


No. 3
Here is a molecular structure, C26H25ClIrN2OS8 from the Open Molecules 2025 dataset. Energies are from ωB97M-V/def2-TZVPD.

```
! wB97M-V def2-TZVPD RIJCOSX def2/J DEFGRID3
* xyz 2 6
C -3.387 -3.915 -2.038
C -2.872 1.068 -2.293
C -3.620 -4.284 -0.695
S 3.038 1.460 -2.372
Cl -4.755 -5.504 -0.343
H -0.328 -2.689 3.655
H 1.137 -2.284 5.541
C 3.342 1.904 2.223
H -1.674 4.169 -1.022
H -3.089 -4.019 1.352
C 3.262 1.163 3.366
H 0.000 4.619 -1.232
C 4.271 -0.879 -2.564
S 4.827 -2.503 -2.496
H 2.623 -3.278 -3.099
C 2.276 0.156 3.482
H 2.442 2.230 0.282
H -0.785 4.683 1.158
H 0.664 3.742 0.897
H -3.288 3.050 -0.549
N -0.366 -1.269 1.281
S 5.463 0.173 -3.260
C -2.847 2.536 1.514
C -1.904 2.177 -2.710
S 5.252 3.116 -3.432
C 3.385 -3.579 -2.385
C -1.784 -2.231 -1.273
C -0.405 3.775 0.686
H -1.615 2.008 -3.747
C 2.409 1.659 1.203
C 0.419 -1.077 2.453
C 4.628 1.673 -3.020
H -2.377 3.157 -2.679
H -1.471 -2.769 2.147
S 1.834 -1.001 -1.276
H -3.211 1.832 2.264
H 4.092 2.670 2.090
H 2.986 -3.614 -1.379
N 1.466 0.748 1.290
H -2.578 0.124 -2.747
C 1.223 -1.646 4.672
S -1.050 2.350 1.590
C -1.998 -2.666 0.097
C 2.166 -0.661 4.630
H -3.108 3.535 1.865
H 2.841 -0.499 5.459
H -4.587 2.231 0.300
H -3.926 -4.421 -2.826
S -2.971 0.678 -0.533
C 1.391 -0.036 2.400
H 3.950 1.325 4.186
C -2.916 -3.678 0.339
O -1.041 -1.267 -1.601
C -3.505 2.263 0.167
C -0.655 3.855 -0.814
C -1.252 -2.201 1.245
Ir -0.276 0.456 -0.186
C 3.093 -0.269 -2.104
C -2.489 -2.934 -2.314
S -0.341 2.325 -1.777
H 3.783 -4.554 -2.665
C 0.365 -1.864 3.579
H -3.872 1.313 -2.652
H -2.284 -2.628 -3.332
*
```

Properties
ΔE to the lowest compared entry with this formula, charge and spin   0.000 eV
LUMO energy (spin up / spin down)   -0.222 / -0.297 Eh
Energy   -134423.01948 eV
Gap between HOMO and LUMO (spin up / spin down)   6.124 / 5.114 eV